Entry 1:
{
  "formula": "C3H11NOS2",
  "method": "ωB97M-V/def2-TZVPD",
  "de_lowest_ev": 3.621,
  "spin_multiplicity": 1,
  "homo_lumo_gap_ev": 8.11,
  "elements": ["N", "C", "C", "S", "S", "C", "H", "H", "H", "H", "H", "H", "H", "H", "H", "H", "H", "O"],
  "xyz": [[-1.732, -1.713, 0.138], [-0.535, -0.981, 0.514], [-0.625, 0.427, -0.024], [1.184, 1.436, -0.821], [2.550, -0.080, -1.034], [3.575, 0.153, 0.430], [-2.519, -1.302, 0.618], [-1.933, -1.516, -0.859], [-0.425, -1.059, 1.591], [0.323, -1.523, 0.089], [0.012, 0.371, -0.957], [-1.129, 1.161, 0.566], [2.966, 0.273, 1.325], [4.231, -0.710, 0.544], [4.188, 1.040, 0.321], [-3.777, 1.959, -1.102], [-2.706, 0.995, -0.574], [-3.649, 1.069, -0.764]]
}



Entry 2:
{
  "formula": "C3H11NOS2",
  "method": "ωB97M-V/def2-TZVPD",
  "de_lowest_ev": 2.107,
  "spin_multiplicity": 1,
  "homo_lumo_gap_ev": 9.05,
  "smiles": "CNCCSS.O",
  "elements": ["C", "N", "C", "C", "S", "S", "H", "H", "H", "H", "H", "H", "H", "H", "H", "O", "H", "H"],
  "xyz": [[2.530, 1.328, 0.290], [1.086, 1.200, 0.172], [0.704, 0.243, -0.941], [-0.868, 0.222, -1.254], [-1.946, -0.035, 0.318], [-3.801, -0.399, -0.626], [2.863, 0.624, 1.049], [3.261, 1.069, -0.625], [2.667, 2.387, 0.640], [0.839, 0.631, 0.917], [1.006, -0.917, -0.798], [1.267, 0.626, -1.881], [-1.226, 0.937, -1.876], [-0.903, -0.657, -1.893], [-4.652, 0.520, -0.125], [-0.906, -2.925, 2.049], [-1.497, -2.736, 2.720], [-0.426, -2.118, 1.866]]
}



Number 1: HOMO -0.2986 hartree. Number 2: HOMO -0.3248 hartree.